# 1
H56O28 | ωB97M-V with the def2-TZVPD basis set

## Properties
Gap between HOMO and LUMO   10.96 eV
E_HOMO   -10.84 eV

Each line ends with the Löwdin charge.
Cartesian coordinates (Å):
O -1.48 -3.45 1.64  -0.06
H -1.91 -2.95 0.91  0.02
H -2.06 -3.36 2.39  0.03
O 3.52 3.20 -0.81  -0.05
H 3.95 2.81 -0.05  0.03
H 3.89 2.80 -1.61  0.02
O -3.58 2.83 -1.20  -0.09
H -4.10 3.15 -1.99  0.06
H -2.79 3.39 -1.32  0.03
O 2.25 -0.66 -2.78  -0.09
H 1.73 0.09 -2.35  0.06
H 1.71 -1.19 -3.40  0.01
O -3.63 4.13 -3.80  -0.01
H -2.74 3.92 -3.99  0.01
H -3.83 4.86 -4.35  0.03
O 0.49 -3.45 4.55  -0.04
H -0.37 -3.15 4.22  0.04
H 0.38 -3.58 5.50  0.05
O -0.58 -4.23 -2.82  -0.08
H -0.37 -5.14 -3.01  0.05
H -1.57 -4.04 -2.87  0.05
O -2.76 0.17 -1.14  -0.06
H -3.10 1.06 -1.07  0.00
H -1.93 -0.07 -0.69  0.00
O 1.12 1.45 -1.11  -0.05
H 1.86 2.02 -1.11  -0.01
H 1.19 0.93 -0.27  0.03
O 3.60 -1.97 -0.70  -0.09
H 3.14 -1.58 -1.50  0.01
H 3.35 -2.88 -0.80  0.00
O 2.07 -2.05 2.83  -0.05
H 2.20 -2.38 1.91  0.06
H 1.54 -2.56 3.43  -0.02
O 4.48 1.09 1.27  -0.05
H 3.79 0.56 0.94  -0.03
H 5.25 0.73 0.76  0.08
O -0.47 -0.62 0.14  -0.07
H 0.37 -0.47 0.65  0.05
H -0.47 -1.60 -0.01  0.05
O -2.44 -0.65 2.27  -0.10
H -1.81 -0.48 3.04  0.05
H -1.83 -0.84 1.51  0.01
O -0.35 -0.55 4.17  -0.06
H 0.35 -0.67 3.52  0.03
H -0.28 0.38 4.50  0.08
O 0.69 2.63 4.24  -0.08
H 0.43 3.01 3.35  0.04
H 1.21 3.36 4.62  0.04
O -3.14 -3.27 -2.70  -0.08
H -3.26 -3.14 -1.74  0.02
H -2.98 -2.36 -3.09  0.03
O 1.48 5.11 -0.12  -0.03
H 1.88 5.97 -0.04  0.04
H 2.07 4.57 -0.63  0.00
O -0.32 -1.88 6.87  -0.03
H -0.02 -1.24 6.21  0.02
H -0.43 -1.39 7.64  0.00
O 1.82 0.48 1.61  -0.08
H 2.29 -0.24 2.05  0.04
H 1.72 1.38 1.99  0.06
O -2.01 -1.19 -3.99  -0.09
H -1.09 -1.20 -4.33  0.01
H -2.34 -0.39 -3.47  0.08
O 0.51 -2.01 -4.40  -0.05
H 0.51 -2.30 -5.34  0.11
H 0.24 -2.78 -3.91  0.02
O 3.65 1.76 -3.24  -0.05
H 3.35 0.84 -3.15  0.02
H 3.89 1.72 -4.16  0.04
O 0.61 -3.51 -0.28  -0.06
H 0.21 -4.12 0.33  0.03
H 0.53 -3.93 -1.16  0.02
O -2.05 1.99 1.32  -0.07
H -2.31 1.05 1.52  0.03
H -2.85 2.32 0.86  0.05
O -3.70 -2.14 -0.03  -0.08
H -3.62 -1.26 -0.46  0.02
H -3.78 -1.88 0.91  0.04
O 0.52 2.75 1.33  -0.08
H -0.40 2.42 1.08  0.05
H 0.69 3.61 1.00  0.00
O -0.92 3.41 -2.29  -0.08
H -0.47 4.20 -1.96  0.04
H -0.37 2.66 -1.86  0.06

***

# 2
H5N2PS | ωB97M-V with the def2-TZVPD basis set

## Properties
Gap between HOMO and LUMO (alpha / beta)   6.94 / 7.12 eV
2S+1   3
E_HOMO (alpha / beta)   -5.94 / -9.58 eV

Each line ends with the Mulliken spin population.
Cartesian coordinates (Å):
N -1.45 2.14 0.26  0.84
N -1.96 -0.24 0.26  0.25
P -1.09 0.88 -0.62  0.93
S 3.65 -1.08 -0.52  0.01
H 4.41 -1.84 0.39  0.00
H -1.19 3.04 -0.07  -0.01
H -2.41 -1.08 -0.23  0.00
H -2.60 0.15 1.07  -0.02
H 2.65 -1.96 -0.53  0.00

***

# 3
H5N3O2 | ωB97M-V with the def2-TZVPD basis set

## Properties
Gap between HOMO and LUMO (alpha / beta)   8.74 / 8.57 eV
E_HOMO (alpha / beta)   -8.75 / -8.68 eV

Each line ends with the Löwdin charge.
Cartesian coordinates (Å):
N 1.29 0.54 -0.12  -0.08
N -1.05 0.35 -0.20  -0.09
N 0.11 0.83 -0.64  -0.15
O 1.65 -0.79 -0.22  -0.06
O -1.05 -1.08 -0.28  -0.12
H 0.85 -1.34 -0.24  0.07
H -1.95 -1.29 -0.55  0.09
H -0.37 0.43 1.46  0.10
H 0.50 0.51 1.52  0.10
H 0.02 1.84 -0.73  0.15

***

# 4
H5N3S2 | ωB97M-V with the def2-TZVPD basis set

## Properties
SMILES string   NNSSN
Gap between HOMO and LUMO   9.16 eV
E_HOMO   -8.48 eV

Each line ends with the Löwdin charge.
Cartesian coordinates (Å):
N 1.93 -0.13 -0.65  -0.10
N -2.29 0.62 0.37  -0.41
N 1.06 0.07 0.42  -0.47
S -1.66 -0.68 -0.51  0.39
S -0.05 -1.34 0.61  0.43
H 1.22 -0.15 -1.38  0.05
H 2.58 -0.84 -0.67  0.03
H -1.94 1.58 -0.11  0.10
H -3.21 0.55 0.54  -0.06
H 1.55 0.13 1.30  0.04

***

# 5
H5N5O | ωB97M-V with the def2-TZVPD basis set

## Properties
SMILES string   On1[nH][nH][nH][nH]1
Gap between HOMO and LUMO   10.39 eV
E_HOMO   -9.26 eV

Each line ends with the Löwdin charge.
Cartesian coordinates (Å):
N 1.15 -0.80 0.51  -0.05
N 1.46 0.43 0.18  -0.11
N -0.01 -1.06 -0.59  0.01
N 0.21 1.05 -0.14  -0.04
N -0.79 0.03 -0.52  -0.18
O -1.82 -0.08 0.60  -0.08
H 0.81 -0.87 1.46  0.10
H 1.78 0.31 -0.74  0.08
H -0.51 -1.82 -0.19  0.09
H 0.19 1.89 -0.71  0.11
H -2.29 0.74 0.42  0.06

***

# 6
H5NO | ωB97M-V with the def2-TZVPD basis set

## Properties
SMILES string   N.O
Gap between HOMO and LUMO   10.87 eV
E_HOMO   -10.31 eV

Each line ends with the Löwdin charge.
Cartesian coordinates (Å):
N -2.30 -0.62 -0.48  -0.01
H -1.90 0.13 0.09  0.00
H -2.19 -0.34 -1.46  0.01
H -1.70 -1.45 -0.34  0.00
O 3.08 0.73 0.60  -0.09
H 2.59 0.11 1.19  0.04
H 2.43 1.44 0.39  0.04

***

# 7
H5NO | ωB97M-V with the def2-TZVPD basis set

## Properties
SMILES string   N.O
Gap between HOMO and LUMO   10.71 eV
E_HOMO   -9.98 eV

Each line ends with the Löwdin charge.
Cartesian coordinates (Å):
H -1.38 0.62 -0.59  0.01
H -1.68 0.19 0.93  0.00
H -0.76 -0.68 0.12  -0.04
H 1.87 0.80 -0.04  0.07
H 1.95 -0.62 -0.59  0.03
N -1.61 -0.17 0.00  0.01
O 1.61 -0.14 0.17  -0.08

***

# 8
H5NO3SSi | ωB97M-V with the def2-TZVPD basis set

## Properties
Gap between HOMO and LUMO (alpha / beta)   8.91 / 5.49 eV
E_HOMO (alpha / beta)   -10.98 / -9.59 eV

Each line ends with the Löwdin charge.
Cartesian coordinates (Å):
N 1.19 -1.38 -0.61  -0.10
O 3.13 -1.29 1.27  -0.37
O 2.38 0.67 0.06  -0.36
O -0.85 0.23 0.41  -0.31
Si -1.94 1.22 -0.08  0.49
S 2.02 -0.53 0.72  0.71
H 1.16 -2.38 -0.44  0.05
H 0.27 -0.87 -0.56  0.00
H -1.95 2.71 0.45  -0.03
H -2.20 1.09 -1.47  -0.07
H -3.20 0.52 0.24  -0.02

***

So what do the calculations give for relative energy (zero: lowest compared OMol25 entry of this formula, charge and spin)? Going down the list: 7.99, 7.70, 78.08, 5.85, 42.73, 6.50, 6.80, 96.54 kcal/mol.